1.
Below is the molecule C21H18FNO4 in a non-equilibrium geometry, with properties calculated with wB97M-V/def2-TZVPD.

```
45
Properties=species:S:1:pos:R:3:lowdin_charge:R:1
O -2.06 -0.77 0.02 0.071
O -3.70 5.18 0.31 0.066
F 3.48 -4.69 0.86 0.044
O -3.89 3.68 -1.44 0.110
O -1.19 -2.68 -1.05 -0.069
C -1.12 -1.37 -0.64 -0.315
C -3.48 4.07 -0.18 -0.480
C 0.44 0.94 2.56 -0.026
C -0.34 2.10 2.10 -0.008
C 0.78 0.21 1.51 -0.186
C -0.42 1.93 0.75 -0.321
C 1.57 -0.35 -3.23 -0.044
C 1.94 0.79 -2.72 -0.127
C 1.85 -3.35 2.12 -0.001
C 3.39 -2.36 0.45 -0.012
C 1.21 -2.09 2.28 -0.008
C 2.78 -1.20 0.65 -0.060
C 0.45 -1.08 -2.63 0.063
C 1.45 1.21 -1.55 -0.021
C 2.88 -3.51 1.17 -0.230
C 1.66 -1.03 1.47 -0.140
C -0.14 -0.61 -1.44 -0.063
C 0.44 0.51 -0.94 -0.164
N 0.27 0.90 0.41 0.015
C -2.04 -3.60 -0.42 -0.063
C -2.56 3.12 0.62 -0.052
C -1.08 2.98 -0.09 -0.041
H -4.26 4.49 -1.72 0.085
H 0.65 0.82 3.65 0.120
H -0.77 2.99 2.61 0.116
H 2.04 -0.66 -4.16 0.110
H 2.72 1.36 -3.14 0.113
H 1.73 -4.21 2.75 0.105
H 4.25 -2.53 -0.16 0.112
H 0.42 -1.89 3.01 0.122
H 3.00 -0.32 -0.07 0.144
H 0.04 -1.96 -3.12 0.117
H 1.90 2.06 -1.07 0.141
H -1.65 -4.64 -0.39 0.101
H -3.09 -3.39 -0.78 0.113
H -2.06 -3.34 0.69 0.103
H -3.15 2.24 0.38 0.113
H -2.75 3.33 1.66 0.116
H -0.60 3.96 0.04 0.127
H -0.98 2.74 -1.13 0.105
```

Computed properties:
Multiplicity ... 1
HOMO-LUMO gap ... 7.781 eV
Energy above the lowest of the compared OMol25 structures with the same formula, charge and spin ... 282.5 kJ/mol
Structure (SMILES) ... COC(=O)c1ccccc1-n1c(CCC(=O)O)ccc1-c1ccc(F)cc1

---

2.
Below is the molecule C3H3N3S in a non-equilibrium geometry, with properties calculated with wB97M-V/def2-TZVPD.

```
10
Properties=species:S:1:pos:R:3:lowdin_charge:R:1
C -0.30 -0.48 1.42 -0.358
C -0.14 -0.12 0.15 -0.505
C -0.12 -0.38 -2.07 -0.153
H 0.51 1.66 2.11 -0.098
H -0.34 -1.61 1.70 0.112
H 0.08 -0.62 -3.12 0.106
N -0.30 -1.07 -0.95 0.083
N 0.12 1.00 -1.68 0.010
N 0.04 1.17 -0.33 0.051
S 0.46 0.44 2.78 0.753
```

Computed properties:
Multiplicity ... 1
HOMO-LUMO gap ... 7.837 eV
Energy above the lowest of the compared OMol25 structures with the same formula, charge and spin ... 294.8 kJ/mol
Structure (SMILES) ... S/C=C1/N=CN=N1

---

3.
Below is a cluster of 8 separate species, C27H65ClN7O9 in total in a non-equilibrium geometry, with properties calculated with wB97M-V/def2-TZVPD.

```
109
Properties=species:S:1:pos:R:3:lowdin_charge:R:1
Cl -0.40 -0.06 0.98 0.617
O 0.44 -0.99 0.22 -0.383
O -1.67 -0.04 0.30 -0.391
O -0.71 -0.62 2.24 -0.353
O 0.21 1.24 1.03 -0.371
C 0.75 8.40 0.33 -0.049
C -0.73 8.09 -0.05 -0.153
N -0.81 6.96 -1.01 0.053
C -1.75 7.21 -2.09 -0.204
C -1.53 6.47 -3.41 -0.041
C -0.95 5.61 -0.29 -0.111
C 0.46 5.10 0.15 -0.035
H 1.24 7.78 1.08 0.069
H 0.80 9.44 0.65 0.084
H 1.46 8.34 -0.50 0.086
H -1.28 7.78 0.84 0.135
H -1.25 8.99 -0.37 0.128
H -2.74 7.07 -1.66 0.159
H -1.80 8.24 -2.43 0.127
H -0.49 6.50 -3.71 0.094
H -1.90 5.46 -3.23 0.068
H -2.20 6.83 -4.19 0.094
H -1.35 4.82 -0.93 0.108
H -1.74 5.62 0.46 0.140
H 0.96 5.72 0.89 0.060
H 1.16 4.92 -0.66 0.089
H 0.43 4.11 0.60 0.080
C 3.55 1.19 -0.38 -0.059
C 3.47 0.01 0.71 -0.225
N 4.74 -0.50 1.18 -0.195
C 5.68 -0.95 0.08 -0.217
C 5.29 -2.40 -0.20 -0.086
C 5.30 0.56 2.01 -0.257
C 4.93 0.32 3.53 -0.078
H 2.57 1.61 -0.61 0.044
H 4.02 0.85 -1.30 0.054
H 4.03 2.08 0.03 0.045
H 2.85 0.31 1.56 0.103
H 3.00 -0.89 0.30 0.085
H 6.64 -1.04 0.59 0.102
H 5.79 -0.24 -0.74 0.102
H 5.31 -2.96 0.73 0.081
H 6.07 -2.75 -0.88 0.074
H 4.29 -2.60 -0.58 0.031
H 6.37 0.38 2.03 0.094
H 5.19 1.59 1.67 0.095
H 5.50 0.92 4.24 0.056
H 3.91 0.58 3.79 0.051
H 5.02 -0.73 3.82 0.067
C -3.20 -3.78 -3.51 -0.306
O -3.03 -4.61 -2.59 -0.016
N -2.61 -2.55 -3.65 -0.171
C -3.04 -1.53 -4.59 -0.053
C -1.83 -2.06 -2.48 -0.031
H -3.81 -3.96 -4.41 0.129
H -4.04 -1.17 -4.34 0.081
H -3.25 -1.95 -5.58 0.086
H -2.33 -0.70 -4.58 0.077
H -1.32 -2.89 -1.98 0.070
H -1.13 -1.24 -2.60 0.071
H -2.59 -1.80 -1.75 0.083
C -3.12 1.99 -4.36 -0.394
O -4.24 1.80 -4.81 -0.021
N -2.87 1.70 -3.09 -0.160
C -1.55 1.74 -2.44 -0.056
C -4.00 1.28 -2.16 0.007
H -2.29 2.47 -4.91 0.132
H -0.76 2.24 -3.00 0.084
H -1.24 0.74 -2.13 0.052
H -1.59 2.24 -1.47 0.064
H -4.89 0.94 -2.68 0.083
H -3.61 0.45 -1.57 0.069
H -4.18 2.16 -1.54 0.085
C 1.27 -5.35 -2.92 -0.397
O 1.45 -5.51 -4.10 0.020
N 1.58 -4.26 -2.25 -0.151
C 2.53 -3.24 -2.79 -0.028
C 1.47 -4.24 -0.76 -0.028
H 0.87 -6.06 -2.18 0.141
H 3.51 -3.24 -2.31 0.061
H 2.15 -2.23 -2.76 0.083
H 2.66 -3.48 -3.85 0.079
H 2.12 -4.94 -0.22 0.084
H 1.74 -3.23 -0.44 0.064
H 0.47 -4.53 -0.47 0.061
C -3.69 -5.41 1.31 -0.390
O -3.66 -5.98 0.24 0.026
N -2.91 -4.46 1.80 -0.175
C -3.44 -3.64 2.93 -0.044
C -1.87 -3.82 0.97 -0.028
H -4.39 -5.67 2.12 0.125
H -4.20 -2.97 2.54 0.091
H -2.61 -3.23 3.50 0.076
H -4.02 -4.13 3.71 0.078
H -2.21 -2.79 0.86 0.077
H -1.00 -3.71 1.61 0.083
H -1.69 -4.33 0.02 0.074
C -1.93 -3.07 6.84 -0.397
O -2.27 -4.05 7.51 -0.023
N -0.86 -3.01 6.14 -0.159
C -0.03 -4.14 5.72 -0.025
C -0.25 -1.71 5.78 -0.041
H -2.57 -2.19 7.00 0.138
H 1.05 -4.07 5.88 0.090
H -0.11 -4.28 4.64 0.079
H -0.49 -5.05 6.10 0.087
H -0.78 -0.88 6.26 0.078
H 0.72 -1.50 6.23 0.086
H -0.22 -1.40 4.73 0.072
```

Computed properties:
Multiplicity ... 2
HOMO-LUMO gap (alpha / beta) ... 7.080 / 2.432 eV

---

4.
Below is the molecule C4H12N2S in a non-equilibrium geometry, with properties calculated with wB97M-V/def2-TZVPD.

```
19
Properties=species:S:1:pos:R:3:lowdin_charge:R:1
C -0.92 0.90 -0.39 -0.242
N -0.40 0.32 0.87 -0.108
C 0.83 -0.50 1.02 -0.272
C 1.97 0.36 1.58 -0.477
S 2.88 1.44 0.29 0.614
C -1.25 -0.16 -1.41 -0.221
N -2.17 -1.30 -0.86 0.009
H -0.03 1.50 -0.78 0.116
H -1.73 1.49 -0.12 0.082
H 2.89 0.98 -0.97 -0.183
H 0.58 -1.30 1.75 0.125
H 1.10 -0.87 -0.02 0.111
H 2.73 -0.25 1.97 0.019
H 1.90 1.09 2.42 0.080
H -1.79 0.45 -2.22 0.118
H -0.33 -0.65 -1.76 0.092
H -1.92 -2.09 -1.33 -0.010
H -1.21 -0.18 1.21 0.081
H -3.12 -1.23 -1.25 0.067
```

Computed properties:
Multiplicity ... 1
HOMO-LUMO gap ... 9.279 eV
Energy above the lowest of the compared OMol25 structures with the same formula, charge and spin ... 183.0 kJ/mol
Structure (SMILES) ... NCCNCCS

---

5.
Below is a structure of composition C21H53ClOP2SiTi in a non-equilibrium geometry, with properties calculated with wB97M-V/def2-TZVPD.

```
80
Properties=species:S:1:pos:R:3:lowdin_charge:R:1
Ti -0.31 -0.27 0.80 0.028
P -0.44 -2.44 -0.26 0.926
C 0.64 -3.05 -1.64 -0.524
C -0.15 -3.67 1.11 -0.557
C -2.11 -2.79 -0.99 -0.530
C 1.97 -2.30 -1.73 -0.139
H 0.05 -2.80 -2.53 0.100
C 0.89 -4.57 -1.64 -0.130
H 1.62 -4.86 -0.88 0.062
H 1.31 -4.84 -2.62 0.074
H -0.02 -5.17 -1.50 0.043
H 1.84 -1.25 -2.03 0.047
H 2.60 -2.78 -2.49 0.067
H 2.53 -2.32 -0.78 0.074
H -2.03 -2.29 -1.96 0.088
C -3.28 -2.15 -0.23 -0.134
C -2.39 -4.28 -1.24 -0.135
H -1.82 -4.66 -2.10 0.058
H -3.45 -4.40 -1.49 0.068
H -2.18 -4.90 -0.36 0.066
H -2.99 -1.27 0.36 0.025
H -3.78 -2.87 0.44 0.061
H -4.03 -1.80 -0.96 0.076
C 1.32 -3.68 1.57 -0.139
H -0.38 -4.65 0.66 0.076
C -1.09 -3.43 2.28 -0.117
H 2.02 -4.01 0.80 0.044
H 1.40 -4.35 2.43 0.074
H 1.62 -2.67 1.90 -0.020
H -0.99 -2.42 2.71 0.060
H -0.83 -4.15 3.08 0.076
H -2.15 -3.60 2.03 0.063
Cl 1.42 -0.30 2.28 0.006
H 0.76 0.03 -0.63 -0.108
H -0.01 -0.03 -1.00 -0.073
P 0.37 2.57 -0.10 1.021
C -0.82 3.26 -1.33 -0.545
C 0.46 3.75 1.32 -0.559
C 1.98 2.63 -0.97 -0.550
C -2.17 2.54 -1.29 -0.130
H -0.33 3.03 -2.29 0.100
C -0.99 4.78 -1.23 -0.137
H -1.60 5.07 -0.37 0.063
H -1.52 5.12 -2.13 0.072
H -0.04 5.32 -1.20 0.051
H -2.09 1.50 -1.63 0.051
H -2.87 3.05 -1.97 0.067
H -2.62 2.54 -0.29 0.055
H 1.76 2.09 -1.90 0.099
C 3.11 1.88 -0.24 -0.138
C 2.38 4.07 -1.31 -0.130
H 1.70 4.52 -2.05 0.060
H 3.38 4.07 -1.74 0.071
H 2.41 4.71 -0.42 0.067
H 2.74 1.12 0.46 0.001
H 3.76 2.57 0.31 0.062
H 3.72 1.36 -0.99 0.073
C -0.88 3.82 2.05 -0.116
H 0.67 4.72 0.84 0.081
C 1.59 3.40 2.28 -0.118
H -1.70 4.20 1.44 0.056
H -0.77 4.49 2.92 0.080
H -1.17 2.83 2.44 0.042
H 1.56 2.34 2.59 0.020
H 1.48 4.01 3.19 0.073
H 2.59 3.60 1.86 0.059
C -4.38 1.56 1.95 -0.173
Si -3.06 0.49 2.74 0.283
C -2.31 1.30 4.25 -0.171
C -3.78 -1.16 3.26 -0.170
O -1.88 0.25 1.58 -0.532
H -5.28 1.56 2.58 0.021
H -4.67 1.18 0.96 0.031
H -4.06 2.60 1.83 0.018
H -2.99 1.14 5.11 0.024
H -1.33 0.87 4.50 0.039
H -2.19 2.39 4.15 0.011
H -4.06 -1.79 2.41 0.008
H -3.07 -1.73 3.88 0.028
H -4.68 -0.99 3.86 0.024
```

Computed properties:
Multiplicity ... 2
HOMO-LUMO gap (alpha / beta) ... 4.075 / 3.599 eV
Energy above the lowest of the compared OMol25 structures with the same formula, charge and spin ... 0.0 kJ/mol
Charge ... -1

---

6.
Below is a cluster of 4 separate species, C25H42IN5O4 in total in a non-equilibrium geometry, with properties calculated with wB97M-V/def2-TZVPD.

```
77
Properties=species:S:1:pos:R:3:lowdin_charge:R:1
C -0.10 -1.11 3.43 0.138
C -0.95 -0.38 3.86 -0.059
C -1.94 0.67 4.02 -0.277
C -1.50 1.93 4.49 -0.078
N -2.31 2.97 4.66 0.136
C -3.59 2.70 4.32 -0.223
C -4.53 3.77 4.47 -0.004
C -5.83 3.61 4.12 -0.025
C -6.27 2.33 3.61 -0.290
C -7.73 2.18 3.27 -0.138
C -8.53 1.64 4.48 -0.313
C -7.95 1.99 5.87 0.032
O -7.95 0.59 5.15 -0.151
C -5.40 1.28 3.46 -0.517
I -5.99 -0.62 2.71 0.961
C -4.01 1.45 3.83 -0.257
N -3.19 0.39 3.68 0.148
H 0.66 -1.72 3.00 0.013
H -0.46 2.05 4.74 0.119
H -4.21 4.72 4.87 0.114
H -6.58 4.38 4.22 0.119
H -7.87 1.45 2.48 0.059
H -8.21 3.12 2.98 0.119
H -9.61 1.66 4.41 0.137
H -8.39 1.59 6.78 0.099
H -6.88 1.95 6.06 0.098
C -0.53 5.54 -0.04 -0.072
C -0.48 4.97 1.37 -0.428
C 0.95 4.68 1.87 -0.205
O 1.53 3.51 1.33 -0.194
C 2.12 3.66 0.06 -0.109
N -1.33 3.78 1.44 0.057
H -0.36 4.78 -0.80 0.063
H -1.52 5.97 -0.23 0.075
H 0.20 6.34 -0.17 0.077
H -0.91 5.72 2.05 0.136
H 0.90 4.51 2.95 0.120
H 1.60 5.55 1.71 0.119
H 2.57 4.65 -0.07 0.091
H 1.39 3.48 -0.74 0.076
H 2.91 2.91 -0.04 0.079
H -1.38 3.45 2.39 0.034
H -0.84 3.04 0.95 0.071
C 0.68 -1.44 -0.82 -0.064
C 1.90 -0.69 -0.29 -0.424
C 3.10 -0.71 -1.25 -0.214
O 3.82 -1.93 -1.29 -0.191
C 3.27 -2.93 -2.13 -0.106
N 2.25 -1.23 1.03 0.043
H 0.80 -2.52 -0.76 0.065
H -0.20 -1.17 -0.24 0.075
H 0.48 -1.17 -1.87 0.079
H 1.61 0.36 -0.16 0.126
H 3.82 0.04 -0.90 0.118
H 2.81 -0.41 -2.27 0.120
H 2.81 -2.50 -3.03 0.089
H 2.54 -3.53 -1.59 0.075
H 4.08 -3.58 -2.44 0.069
H 3.00 -0.67 1.43 0.080
H 2.68 -2.14 0.88 0.076
C 5.57 -4.18 -5.78 -0.068
C 5.11 -5.52 -5.20 -0.431
C 5.27 -6.70 -6.17 -0.210
O 4.28 -6.76 -7.18 -0.189
C 4.52 -5.94 -8.31 -0.106
N 3.74 -5.39 -4.71 0.044
H 4.84 -3.78 -6.48 0.065
H 5.68 -3.45 -4.98 0.072
H 6.53 -4.28 -6.29 0.079
H 5.75 -5.73 -4.34 0.135
H 5.15 -7.62 -5.60 0.121
H 6.27 -6.72 -6.61 0.120
H 5.59 -5.87 -8.54 0.090
H 4.10 -4.94 -8.17 0.075
H 4.02 -6.39 -9.16 0.087
H 3.47 -6.24 -4.24 0.077
H 3.13 -5.36 -5.53 0.073
```

Computed properties:
Multiplicity ... 1
HOMO-LUMO gap ... 8.066 eV
Energy above the lowest of the compared OMol25 structures with the same formula, charge and spin ... 0.0 kJ/mol
Structure (SMILES) ... C#Cc1cnc2ccc(C[C@@H]3CO3)c(I)c2n1.COC[C@@H](C)N.COC[C@@H](C)N.COC[C@@H](C)N

---

Look up the multiplicity of the first one.
1

---

Which value of multiplicity does entry 5 give?
2